1.
A cluster of 4 separate species, C5H18N2O4 in total. Source: the Open Molecules 2025 dataset; level of theory: ωB97M-V/def2-TZVPD.

Calculated values
- structure (SMILES) = CN[C@H](CN)CC=O.O.O.O
- LUMO level (eV) = 0.210
- max |F| (hartree/bohr) = 0.030
- E_tot (eV) = -16645.64695
- highest occupied orbital energy (eV) = -8.61

```
29
Properties=species:S:1:pos:R:3:forces:R:3
C -2.015 -0.719 1.030 0.0973 0.6037 1.4347
N -1.043 -0.561 -0.020 -0.9361 -0.4256 0.7850
C 0.355 -0.775 0.178 1.1197 0.0310 -0.7517
C 0.936 -1.972 -0.673 0.4008 0.1362 0.4254
C 1.845 -1.596 -1.807 -0.5604 -0.3835 -0.6749
O 1.792 -2.131 -2.893 0.0909 0.1346 0.1633
C 1.208 0.521 0.044 0.3148 -0.4064 0.4708
N 0.804 1.606 0.908 0.0396 0.2175 0.2292
H -1.590 -0.880 2.029 0.3992 -0.8285 -0.3835
H -2.505 0.212 1.359 -0.3485 0.1199 -0.9770
H -2.760 -1.481 0.827 -0.1492 -0.1300 0.0673
H -1.405 0.097 -0.681 0.8596 0.2445 -0.4639
H 0.643 -1.116 1.175 -1.0922 0.3029 0.2147
H 1.515 -2.591 0.025 0.3781 0.1826 -0.1002
H 0.183 -2.679 -1.012 -0.3048 0.3634 -0.2749
H 2.560 -0.767 -1.673 0.1259 -0.1037 0.2637
H 2.232 0.264 0.342 -0.0090 -0.0726 -0.0633
H 1.328 0.895 -0.969 -0.3753 0.0671 -0.2099
H -0.146 1.931 0.775 -0.0183 -0.0583 -0.1758
H 0.938 1.373 1.885 -0.0434 0.0832 -0.1083
H -0.073 0.699 -2.634 0.0179 0.0084 0.1940
H -1.252 1.478 -3.171 0.0726 0.0078 0.2586
O -0.746 1.333 -2.356 -0.1797 -0.1503 -0.9683
H -1.583 2.479 -1.143 0.1100 0.2372 0.3967
H -0.992 3.845 -0.898 -0.1567 -0.1382 0.3021
O -1.585 3.197 -0.487 0.0363 0.0482 -0.3946
H 0.889 -0.211 3.305 -0.3193 0.0475 -0.1540
H -0.163 -1.340 3.025 -0.0546 0.3092 -0.0916
O 0.628 -1.110 3.513 0.4847 -0.4477 0.5864
```
Positions in Å, forces in eV/Å.

***

2.
A cluster of 4 separate species, C5H18O5 in total. Source: the Open Molecules 2025 dataset; level of theory: ωB97M-V/def2-TZVPD.

Calculated values
- structure (SMILES) = OCCO.CO.CO.CO
- LUMO level (eV) = 0.558
- max |F| (hartree/bohr) = 0.042
- E_tot (eV) = -15711.31360
- highest occupied orbital energy (eV) = -10.04

```
28
Properties=species:S:1:pos:R:3:forces:R:3
C -18.252 12.735 -24.039 0.0670 -0.7327 0.2249
C -16.853 13.083 -23.531 -0.7617 0.5307 -1.0334
O -16.267 14.023 -24.468 -0.1628 -0.5039 1.4257
O -18.604 11.520 -23.416 -0.3152 -1.0814 -0.0537
H -18.316 12.590 -25.117 0.3063 -0.0889 0.0471
H -19.051 13.422 -23.760 0.4676 0.8184 -0.1012
H -16.206 12.219 -23.381 -0.2108 -0.3692 -0.6606
H -17.060 13.387 -22.505 0.5526 1.1494 0.2135
H -15.327 13.997 -24.277 0.1552 0.2954 -0.1827
H -18.491 11.621 -22.468 -0.1075 -0.0234 0.1510
C -23.228 8.172 -16.432 0.0726 0.4285 -0.1235
O -22.777 8.494 -17.732 -0.4394 -0.0957 -0.8513
H -22.370 7.668 -15.987 -0.5146 -0.0301 0.6999
H -23.526 9.102 -15.946 0.3530 -0.0241 0.5426
H -24.143 7.581 -16.473 0.2538 -0.4900 0.1992
H -23.506 8.237 -18.301 0.2920 0.2312 -0.4603
C -15.295 10.113 -12.310 -0.9933 0.8150 0.3245
O -14.444 9.659 -11.276 0.3993 -0.3627 -0.4752
H -15.349 9.470 -13.188 0.4392 -0.3910 0.3738
H -16.310 10.229 -11.930 -0.2704 -0.2641 -0.0437
H -15.059 11.115 -12.671 0.5354 0.1164 -0.0049
H -14.750 9.980 -10.424 -0.1107 0.0868 -0.1757
C -18.519 12.764 -17.385 -1.5143 -0.4951 1.4467
O -18.954 11.829 -18.328 0.7290 -0.6301 -1.6933
H -17.556 13.227 -17.603 -0.3177 -0.1309 -0.4443
H -19.352 13.454 -17.248 0.4729 0.8915 -0.0081
H -18.463 12.252 -16.425 0.5480 0.1118 0.3512
H -19.717 11.324 -18.039 0.0745 0.2381 0.3119
```
Positions in Å, forces in eV/Å.

***

3.
A structure of composition C5H20B2N3O8Tl2. Source: the Open Molecules 2025 dataset; level of theory: ωB97M-V/def2-TZVPD.

Calculated values
- total charge = +3
- LUMO level (eV) = -16.797
- max |F| (hartree/bohr) = 0.126
- E_tot (eV) = -37042.42094
- highest occupied orbital energy (eV) = -19.08

```
40
Properties=species:S:1:pos:R:3:forces:R:3
Tl 0.253 -0.552 -3.339 -0.5725 0.0587 -0.0254
Tl 2.825 1.347 0.677 -0.2060 0.4299 0.1535
B 1.413 2.237 -1.870 -1.0354 -0.6152 2.0903
H 2.309 2.822 -1.734 3.2712 4.0285 -0.1335
H 1.597 1.184 -1.720 -0.5496 -4.9701 0.1243
H 0.666 2.582 -1.172 -2.0727 0.9884 3.6151
H 1.171 2.435 -2.903 0.5897 0.1280 -5.3250
B 0.571 -0.853 -0.249 -2.8811 -1.9274 -0.0795
H -0.291 -0.384 -0.699 -3.4945 2.1359 -1.1423
H 0.408 -1.918 -0.305 -0.0826 -3.9694 -0.8667
H 1.443 -0.620 -0.840 5.6478 0.6594 -2.2987
H 0.805 -0.455 0.727 1.6050 3.0960 3.9226
C 5.216 -2.258 -2.405 2.5654 -2.0197 -1.7435
C 4.045 -1.283 -2.189 -4.9134 3.9619 1.3863
O 3.213 -1.196 -3.110 1.2147 -1.8162 -1.0512
O 3.918 -0.630 -1.129 1.9697 -1.5534 0.3739
H 5.283 -2.478 -3.470 -0.3072 0.4033 -0.1079
H 5.048 -3.238 -1.959 -0.7772 0.2857 0.7361
H 6.189 -1.864 -2.110 -0.3997 0.6725 0.5167
C -1.285 3.530 2.304 0.4412 0.3000 0.4078
N -1.173 2.077 2.015 -0.4495 0.1497 -0.5284
O -0.058 1.715 1.560 -1.3141 -0.4625 0.4374
O -2.119 1.356 2.243 1.3213 0.1928 -0.4435
H -0.499 3.604 3.056 -0.1467 0.7265 0.1014
H -2.266 3.823 2.678 0.0888 -0.5237 0.0387
H -1.037 4.116 1.419 0.1715 -0.2912 -0.0008
C -3.323 -0.063 -0.234 0.7895 -0.2063 -0.1664
N -3.599 -0.407 -1.712 -1.5008 -0.7431 0.9750
O -2.609 -0.701 -2.395 -0.7399 0.4954 0.0371
O -4.776 -0.553 -2.023 2.5349 0.5171 0.1400
H -2.244 0.079 -0.173 0.0067 0.1807 -0.2386
H -3.527 -0.960 0.350 -0.4400 -0.0088 -0.2742
H -3.832 0.802 0.192 -0.4413 -0.1769 -0.7056
C -1.322 -1.771 2.855 -0.3430 0.9535 0.2826
N -2.750 -2.090 3.076 0.2625 -0.0015 1.5557
O -3.269 -1.929 4.198 0.9504 -0.2198 -2.4227
O -3.332 -2.544 2.124 -0.9768 -0.0834 -0.0803
H -0.849 -1.916 3.826 0.4598 -0.0499 -0.3369
H -1.273 -0.755 2.463 -0.2643 0.3623 0.8036
H -0.942 -2.290 1.975 0.0180 -1.0874 0.2730
```
Positions in Å, forces in eV/Å.